The following is a DFT calculation (ωB97M-V/def2-TZVPD) of a molecular structure, C46H48AsHgN3O at a distorted geometry.

Results
ΔE to the lowest compared entry with this formula, charge and spin = 0.0 kJ/mol
LUMO energy (spin up / spin down) = 4.04 / 4.03 eV
Charge = -2
Spin multiplicity = 1
Frontier orbital gap (spin up / spin down) = 3.51 / 2.59 eV
Max |F| = 2.91 eV Å⁻¹

Cartesian coordinates (Å):
Hg  -1.43187  -0.60809  0.11246
As  -2.64814  -0.67341  3.79126
O  -1.87217  -0.34109  2.30641
N  -0.54165  -1.39597  -2.97916
N  0.31733  -3.78828  2.45365
N  0.00700  -2.52120  -1.21535
C  -0.71808  -0.22317  -3.78108
C  0.56682  -3.17553  -2.29780
C  -1.62958  -3.94546  0.99152
C  -0.91270  3.43968  1.03096
C  -1.87395  -1.91667  6.30484
C  -1.21568  3.37833  -6.13879
C  -0.96156  -2.44783  7.22495
C  -4.41328  -2.96675  4.20895
C  -2.42690  1.53103  5.67592
C  0.35476  0.26519  -4.55446
C  1.70444  -0.37301  -4.56054
C  -0.35145  -4.51379  3.34243
C  2.91521  0.72633  -1.02250
C  -5.09411  -1.38675  2.49026
C  -0.29110  -3.51502  1.25173
C  0.16512  -2.53780  -3.39840
C  -2.98419  1.10068  4.46593
C  1.92032  1.26317  -0.07015
C  -3.45555  3.70107  5.34674
C  -3.97440  3.27611  4.11816
C  -1.42580  -1.50126  5.04235
C  -0.75095  -1.51031  -1.62994
C  1.87023  0.97199  1.32050
C  -6.28979  -2.09344  2.31709
C  0.42871  -2.65553  0.39568
C  -1.91884  0.50056  -3.72276
C  -5.59603  -3.68796  4.00520
C  -2.31843  -4.65368  1.96745
C  -4.18380  -1.80005  3.46930
C  0.54003  2.72008  -1.69999
C  -3.72735  1.97680  3.66595
C  2.70117  -0.02746  2.02360
C  0.83075  -2.14861  5.62006
C  0.22550  2.51189  0.86102
C  -1.65851  -4.98810  3.14614
C  0.39080  -2.54982  6.88655
C  -6.54214  -3.24008  3.07739
C  -0.07802  -1.62635  4.69241
C  0.17173  1.43285  -5.31934
C  -3.08162  0.01728  -2.92230
C  0.50005  1.80804  3.33810
C  0.83995  1.76231  1.90185
C  0.87804  2.18666  -0.36136
C  -2.03858  1.70197  -4.43843
C  -1.01914  2.15999  -5.28149
C  -2.67654  2.83422  6.11972
H  0.99927  1.79371  -5.93663
H  -1.78739  2.93102  1.46741
H  0.24970  -1.33401  3.69276
H  -3.19859  -1.07412  -2.95681
H  -4.57366  3.94945  3.50354
H  -0.25313  3.80749  -6.43023
H  -4.86053  -0.51830  1.87128
H  -2.95726  2.28919  -4.35161
H  -2.07898  -3.68416  0.03595
H  2.79581  0.23103  3.08693
H  -3.99924  0.47738  -3.32481
H  1.71554  -1.33734  -5.09038
H  -1.31768  -2.77545  8.20409
H  1.10568  -2.95031  7.60761
H  -2.92799  -1.82234  6.57080
H  1.31721  2.26176  3.92462
H  -3.36106  -4.93518  1.80774
H  -2.11722  -5.59769  3.93086
H  -0.40958  2.39770  3.50506
H  -1.80312  0.85258  6.25876
H  -7.47652  -3.78816  2.94269
H  -1.20817  3.87166  0.06770
H  -1.76426  3.13808  -7.05896
H  3.13064  -0.33193  -0.81324
H  -7.02086  -1.74120  1.58832
H  2.26251  -1.03875  1.96023
H  0.14898  -4.72067  4.29129
H  2.57027  0.81358  -2.05964
H  -2.25846  3.16576  7.07167
H  -3.65622  4.71339  5.69796
H  1.51509  -2.59552  0.45606
H  0.32841  0.79872  3.73947
H  2.39563  0.30223  -5.09172
H  -1.79210  4.14132  -5.60666
H  0.68384  1.95158  -2.47281
H  1.20057  -4.02935  -2.16922
H  -0.51124  3.03746  -1.74180
H  2.11274  -0.51850  -3.54784
H  3.86983  1.27712  -0.95147
H  0.35797  -2.75211  -4.43050
H  -4.10279  1.63918  2.69807
H  -3.67164  -3.31158  4.92974
H  -0.63954  4.26771  1.70411
H  1.88151  -2.24052  5.33950
H  1.16980  3.58772  -1.96567
H  -5.77497  -4.59941  4.57924
H  3.70778  -0.07236  1.58325
H  -3.00607  0.33377  -1.86632

Atom charges from the Löwdin analysis, given in e for atoms 1 to 8: Hg 1.05; As 1.18; O -0.67; N 0.00; N 0.07; N -0.07; C -0.12; C -0.07